No. 1
# C18H24N2O4PbS2

C18H24N2O4PbS2 as an isolated structure at a distorted geometry (ωB97M-V/def2-TZVPD, OMol25).

Geometry as XYZ:
```
51
Properties=species:S:1:pos:R:3:mulliken_charge:R:1
Pb 14.29 10.12 6.02 1.382
S 12.37 7.41 5.53 0.148
S 16.91 8.38 7.33 0.423
O 12.85 8.47 6.62 -0.432
O 14.28 10.41 8.38 -0.547
O 14.16 11.75 10.23 -0.345
O 16.17 8.79 5.96 -0.597
N 14.74 12.68 8.30 -0.014
N 15.31 12.63 6.99 -0.573
C 8.43 5.89 7.20 -0.529
C 8.78 5.54 5.91 -0.465
C 20.94 6.81 6.00 -0.294
C 19.51 7.63 7.78 -0.353
C 14.81 5.99 5.50 -0.295
C 18.71 7.49 5.44 -0.388
C 16.09 6.78 7.66 -0.463
C 10.38 7.27 7.44 0.072
C 10.01 6.06 5.39 -0.040
C 15.90 5.76 6.52 -1.018
C 9.20 6.76 7.95 -0.348
C 18.55 7.87 6.80 0.766
C 10.81 6.90 6.18 0.286
C 20.71 7.11 7.36 -0.416
C 14.37 11.53 8.95 0.677
C 13.44 6.08 6.14 -0.654
C 13.93 10.58 11.05 -0.531
C 19.97 7.11 5.02 -0.657
H 15.17 7.12 8.14 0.381
H 15.71 4.79 6.99 0.447
H 14.94 5.19 4.79 0.441
H 12.81 5.15 5.96 0.528
H 15.01 13.44 6.47 0.278
H 17.94 7.50 4.70 0.499
H 13.54 9.70 10.45 0.126
H 10.28 5.92 4.32 0.439
H 21.46 6.72 8.11 0.397
H 13.08 10.79 11.70 0.322
H 8.24 4.79 5.33 0.463
H 13.48 6.12 7.25 0.389
H 11.07 7.93 8.04 0.388
H 14.88 10.26 11.54 0.299
H 21.75 6.16 5.68 0.468
H 14.96 7.00 5.01 0.090
H 7.59 5.33 7.65 0.420
H 8.97 7.03 8.99 0.454
H 16.85 5.60 5.98 0.366
H 14.92 13.51 8.83 0.279
H 19.34 7.76 8.83 0.457
H 16.66 6.24 8.49 0.562
H 16.29 12.45 6.90 0.271
H 20.22 6.92 3.97 0.442
```

The LUMO energy (alpha / beta) is -15.5082 / -15.5323 eV. The total charge is +4. Its HOMO-LUMO gap (alpha / beta) is 5.0 / 5.0 eV. For the largest force on an atom, the calculation gives 4.19 eV/A.

=====

No. 2
# C18H24N2Pd

C18H24N2Pd as an isolated structure (ωB97M-V/def2-TZVPD, OMol25).

Geometry as XYZ:
```
45
Properties=species:S:1:pos:R:3:lowdin_spin:R:1
Pd 0.00 0.00 0.07 1.083
N -2.58 0.22 -0.23 0.081
N 2.58 -0.22 -0.23 0.081
C 0.65 2.95 0.07 0.050
C 2.85 -0.06 1.20 0.007
C -1.69 2.52 -0.23 0.044
C -3.41 -0.67 -1.03 0.004
C -2.85 0.06 1.20 0.007
C 1.69 -2.52 -0.23 0.044
C 0.37 -2.04 -0.20 0.218
C -0.65 -2.95 0.07 0.050
C -2.82 1.61 -0.62 0.009
C 0.38 4.29 0.34 0.008
C -0.93 4.74 0.34 0.008
C 2.82 -1.61 -0.62 0.009
C 1.95 -3.86 0.05 0.007
C 3.41 0.67 -1.03 0.004
C -1.95 3.86 0.05 0.007
C -0.37 2.04 -0.20 0.218
C -0.38 -4.29 0.34 0.008
C 0.93 -4.74 0.34 0.008
H -3.18 -1.71 -0.79 0.000
H -1.15 5.77 0.56 0.001
H 4.48 0.51 -0.87 0.003
H 2.91 -1.64 -1.72 0.001
H 3.18 1.71 -0.79 0.000
H -2.24 0.77 1.76 0.004
H 2.24 -0.77 1.76 0.004
H 1.15 -5.77 0.56 0.001
H 3.18 0.52 -2.08 0.000
H -3.91 0.25 1.44 0.000
H -4.48 -0.51 -0.87 0.003
H -2.97 4.21 0.03 0.002
H 2.97 -4.21 0.03 0.002
H -3.18 -0.52 -2.08 0.000
H -3.77 1.98 -0.20 0.002
H -1.68 -2.64 0.07 0.007
H 1.19 4.97 0.56 0.001
H 3.91 -0.25 1.44 0.000
H 3.77 -1.98 -0.20 0.002
H 2.60 0.96 1.51 0.002
H -2.60 -0.96 1.51 0.002
H 1.68 2.64 0.07 0.007
H -2.91 1.64 -1.72 0.001
H -1.19 -4.97 0.56 0.001
```

The LUMO energy (alpha / beta) is 0.9080 / -1.1194 eV. The total charge is 0. Its multiplicity is 3. Its HOMO-LUMO gap (alpha / beta) is 8.0 / 7.4 eV. For the largest force on an atom, the calculation gives 0.29 eV/A.

=====

No. 3
# C18H24N4O6

A 4-piece molecular cluster, C18H24N4O6 overall at a distorted geometry (ωB97M-V/def2-TZVPD, OMol25).

Geometry as XYZ:
```
52
Properties=species:S:1:pos:R:3:mulliken_charge:R:1
O -17.15 -28.93 3.44 -0.507
O -14.92 -25.20 2.67 -0.561
O -22.60 -31.46 3.20 -0.624
O -13.65 -24.10 4.06 -0.541
O -16.95 -30.96 2.63 -0.521
O -12.58 -27.17 9.14 -0.627
N -10.61 -27.88 8.23 0.144
N -14.58 -24.75 3.78 0.942
N -21.23 -32.88 2.10 0.234
N -16.46 -29.91 3.20 0.756
C -16.83 -26.05 7.56 -0.313
C -14.74 -29.08 4.92 0.011
C -13.60 -29.53 5.85 -0.074
C -15.37 -25.20 5.01 0.163
C -22.28 -32.65 2.81 0.228
C -15.44 -26.03 7.59 -0.891
C -10.52 -26.67 7.33 -0.574
C -20.89 -34.08 1.38 -0.948
C -20.22 -31.77 1.74 -0.957
C -15.37 -30.23 4.15 0.036
C -11.58 -28.02 9.10 -0.051
C -13.07 -30.77 5.95 -0.223
C -16.82 -25.64 5.02 -0.403
C -13.64 -32.00 5.22 -0.471
C -14.57 -25.58 6.34 -0.183
C -14.83 -31.79 4.31 -0.388
C -17.67 -25.72 6.32 -0.646
C -9.53 -28.86 7.96 -0.958
H -9.24 -29.46 8.94 0.360
H -18.74 -25.75 6.29 0.403
H -20.58 -34.16 0.40 0.412
H -20.48 -31.11 0.98 0.356
H -15.40 -28.20 4.72 0.131
H -15.34 -32.49 3.70 0.488
H -10.05 -26.92 6.39 0.443
H -12.34 -30.74 6.66 0.537
H -17.45 -26.06 8.53 0.285
H -23.16 -33.56 2.98 0.158
H -13.17 -28.75 6.65 0.024
H -17.36 -25.61 4.03 0.397
H -13.49 -25.57 6.42 0.244
H -8.67 -28.10 7.83 0.400
H -13.33 -33.23 5.30 0.180
H -19.95 -31.17 2.64 0.308
H -11.46 -26.25 7.09 -0.095
H -15.09 -26.20 8.39 0.991
H -9.63 -29.68 7.15 0.219
H -10.08 -25.79 7.69 0.406
H -11.62 -28.98 9.48 0.468
H -20.19 -34.75 2.07 0.278
H -19.27 -32.21 1.34 0.318
H -21.88 -34.76 1.46 0.235
```

The LUMO energy is -1.3383 eV. The total charge is 0. Its HOMO-LUMO gap is 7.7 eV. The energy relative to the best compared isomer or geometry (same formula, charge and spin) comes out at 411.08 kcal/mol. For the largest force on an atom, the calculation gives 15.81 eV/A.

=====

No. 4
# C18H24N6O2

One molecule with the formula C18H24N6O2 (ωB97M-V/def2-TZVPD, OMol25).

Geometry as XYZ:
```
50
Properties=species:S:1:pos:R:3:mulliken_charge:R:1
O -3.34 0.65 -1.22 -0.658
O 3.16 2.17 0.28 -0.657
N 4.77 -2.51 0.51 -0.563
N -2.38 -1.29 -0.49 -0.038
N 6.03 1.23 0.01 0.012
N 2.92 -0.04 0.75 -0.065
N -5.54 -1.28 0.12 0.057
N -7.55 3.01 0.69 -0.428
C -5.82 0.06 0.62 -0.635
C 0.70 0.71 0.01 -0.643
C -1.07 -0.91 -0.20 0.725
C -4.73 -1.31 -1.09 -1.491
C 5.87 0.33 -1.12 -0.369
C 6.08 2.62 -0.39 -1.048
C -7.07 2.11 0.18 0.050
C 1.12 -1.60 0.52 -0.685
C 5.09 0.98 1.09 -1.250
C -3.41 -0.54 -0.96 0.905
C -0.61 0.40 -0.30 -0.573
C 1.58 -0.28 0.42 0.547
C 3.62 1.12 0.67 0.712
C -0.18 -1.91 0.21 -0.884
C -6.46 0.96 -0.44 -0.291
C 6.46 -1.07 -0.81 -0.888
C 5.54 -1.88 -0.07 0.497
C -5.03 -2.13 1.17 -1.047
H -5.78 -2.18 1.96 0.345
H 6.29 3.23 0.49 0.314
H 1.81 -2.38 0.83 0.401
H 5.15 2.97 -0.85 0.358
H 5.29 -0.01 1.51 0.377
H -0.52 -2.93 0.29 0.320
H 7.38 -0.95 -0.24 0.297
H 3.42 -0.88 1.04 0.081
H -4.09 -1.76 1.62 0.371
H 6.45 0.75 -1.95 0.514
H -4.91 0.55 1.01 0.276
H -4.55 -2.36 -1.34 0.527
H -4.88 -3.13 0.78 0.334
H 1.04 1.73 -0.07 0.511
H 4.83 0.23 -1.46 0.282
H -1.29 1.17 -0.62 0.513
H 6.69 -1.58 -1.75 0.411
H -5.30 -0.86 -1.90 0.364
H -6.51 -0.06 1.46 0.559
H 6.90 2.76 -1.10 0.381
H -7.23 0.40 -0.98 0.341
H -5.70 1.31 -1.15 0.211
H 5.28 1.73 1.86 0.444
H -2.57 -2.28 -0.35 0.177
```

The LUMO energy is 0.5400 eV. The total charge is 0. Its HOMO-LUMO gap is 8.7 eV. The energy relative to the best compared isomer or geometry (same formula, charge and spin) comes out at 3.37 kcal/mol. For the largest force on an atom, the calculation gives 0.88 eV/A.

=====

Copy entry 4 word for word.
# C18H24N6O2

One molecule with the formula C18H24N6O2 (ωB97M-V/def2-TZVPD, OMol25).

Geometry as XYZ:
```
50
Properties=species:S:1:pos:R:3:mulliken_charge:R:1
O -3.34 0.65 -1.22 -0.658
O 3.16 2.17 0.28 -0.657
N 4.77 -2.51 0.51 -0.563
N -2.38 -1.29 -0.49 -0.038
N 6.03 1.23 0.01 0.012
N 2.92 -0.04 0.75 -0.065
N -5.54 -1.28 0.12 0.057
N -7.55 3.01 0.69 -0.428
C -5.82 0.06 0.62 -0.635
C 0.70 0.71 0.01 -0.643
C -1.07 -0.91 -0.20 0.725
C -4.73 -1.31 -1.09 -1.491
C 5.87 0.33 -1.12 -0.369
C 6.08 2.62 -0.39 -1.048
C -7.07 2.11 0.18 0.050
C 1.12 -1.60 0.52 -0.685
C 5.09 0.98 1.09 -1.250
C -3.41 -0.54 -0.96 0.905
C -0.61 0.40 -0.30 -0.573
C 1.58 -0.28 0.42 0.547
C 3.62 1.12 0.67 0.712
C -0.18 -1.91 0.21 -0.884
C -6.46 0.96 -0.44 -0.291
C 6.46 -1.07 -0.81 -0.888
C 5.54 -1.88 -0.07 0.497
C -5.03 -2.13 1.17 -1.047
H -5.78 -2.18 1.96 0.345
H 6.29 3.23 0.49 0.314
H 1.81 -2.38 0.83 0.401
H 5.15 2.97 -0.85 0.358
H 5.29 -0.01 1.51 0.377
H -0.52 -2.93 0.29 0.320
H 7.38 -0.95 -0.24 0.297
H 3.42 -0.88 1.04 0.081
H -4.09 -1.76 1.62 0.371
H 6.45 0.75 -1.95 0.514
H -4.91 0.55 1.01 0.276
H -4.55 -2.36 -1.34 0.527
H -4.88 -3.13 0.78 0.334
H 1.04 1.73 -0.07 0.511
H 4.83 0.23 -1.46 0.282
H -1.29 1.17 -0.62 0.513
H 6.69 -1.58 -1.75 0.411
H -5.30 -0.86 -1.90 0.364
H -6.51 -0.06 1.46 0.559
H 6.90 2.76 -1.10 0.381
H -7.23 0.40 -0.98 0.341
H -5.70 1.31 -1.15 0.211
H 5.28 1.73 1.86 0.444
H -2.57 -2.28 -0.35 0.177
```

The LUMO energy is 0.5400 eV. The total charge is 0. Its HOMO-LUMO gap is 8.7 eV. The energy relative to the best compared isomer or geometry (same formula, charge and spin) comes out at 3.37 kcal/mol. For the largest force on an atom, the calculation gives 0.88 eV/A.

=====

> largest force on an atom of number 4 (C18H24N6O2)?

0.88 eV/A